The following is a quantum chemistry calculation of a 4-piece molecular cluster, CH12NO3 overall at a distorted geometry, from the OMol25 dataset.

```
17
Properties=species:S:1:pos:R:3:nbo_charge:R:1
C 0.106 0.490 1.445 -0.401
N -0.167 0.095 -0.046 -0.747
H -0.548 -0.217 1.982 0.226
H -0.206 1.465 1.587 0.215
H 1.125 0.485 1.709 0.231
H -0.106 -1.074 -0.129 0.490
H -0.997 0.559 -0.304 0.448
H 0.685 0.590 -0.481 0.467
H 2.638 0.429 -1.481 0.493
H 3.203 1.442 -0.472 0.505
O 2.494 0.854 -0.647 -0.967
H -2.798 1.868 -1.819 0.491
H -2.591 0.649 -2.680 0.487
O -2.177 1.120 -1.987 -0.970
H 0.016 -2.900 1.876 0.510
H -0.520 -3.282 0.461 0.499
O -0.157 -2.572 0.986 -0.977
```

Computed properties:
Molecular weight, g/mol: 86.11
Charge: +1
Multiplicity: 1
Energy above the lowest of the compared OMol25 structures with the same formula, charge and spin, kJ/mol: 111.8
Highest occupied orbital energy, eV: -15.5